C11H29AuN3S2 | ωB97M-V with the def2-TZVPD basis set

Results
LUMO energy (alpha / beta) in eV: -9.389 / -15.009
<S²>: 2.018
Multiplicity: 3
Net charge: +3
Relative energy (zero: lowest compared OMol25 entry of this formula, charge and spin) in kcal per mole: 0.0
Total energy in Ha: -1531.69101
Frontier orbital gap (alpha / beta) in eV: 8.0 / 2.4
HOMO energy (alpha / beta) in eV: -17.39 / -17.38

Structure (XYZ):
```
46
Properties=species:S:1:pos:R:3:forces:R:3
H -4.14745 -0.41393 -0.97637 0.19 -0.25 -0.27
S -0.73154 -2.00864 -1.46061 -1.25 1.10 -1.05
H -3.76292 2.01110 -0.19849 0.21 0.30 -0.08
H -0.24661 -2.58579 4.60810 -0.21 0.41 0.15
S -0.00876 2.56290 0.01192 -1.47 0.15 -1.34
H -1.08113 -0.41656 -3.33738 -0.01 -0.32 0.32
N 1.04113 -0.71818 1.79248 -0.85 -0.10 -0.83
C -0.67497 -1.42429 -3.18598 0.78 -0.35 -0.08
H -2.68438 2.17102 -1.59910 -0.03 -0.14 0.16
H 3.86321 -1.56093 1.40907 0.01 0.14 -0.10
H 0.05301 -0.84526 5.22182 -0.32 -0.27 -0.12
H 0.42019 -0.52340 2.57750 0.27 -0.22 0.21
C -1.97478 -1.35152 4.79099 0.34 -0.01 -0.12
H 0.38937 -1.43631 -3.45832 -0.36 -0.05 -0.10
H -2.39921 -0.38350 5.08702 0.24 -0.43 -0.07
C -2.72370 1.89933 -0.53948 0.11 -0.20 -0.29
H 4.23969 0.07458 0.90679 -0.13 -0.14 0.15
N 2.13335 0.00034 -1.06909 -0.94 0.25 0.08
H 2.02343 -0.15637 -2.06761 0.23 0.03 0.04
C 2.36985 -0.09701 1.93275 0.33 0.10 0.43
C 3.42446 -0.65778 0.96967 0.31 -0.05 0.08
H 1.09325 -1.73121 1.68669 0.13 0.13 0.39
H -0.22410 4.12829 -1.79995 0.03 -0.16 0.07
N -2.34624 0.47853 -0.37797 0.45 -0.25 0.44
H -2.02845 3.84153 0.10716 0.06 -0.12 0.14
C 2.99798 -1.02917 -0.44842 0.16 0.02 0.06
H -1.95935 2.56085 1.36056 0.07 0.26 -0.14
H 1.08980 2.93953 -2.03836 -0.32 0.18 -0.07
H -3.02937 -2.49256 -1.91232 0.08 -0.01 0.18
H -0.60169 2.46821 -2.39860 0.03 0.07 0.43
H 2.52113 0.93426 -0.95992 0.25 -0.13 -0.02
H 2.71492 -0.24913 2.96937 0.04 0.17 -0.42
H -2.71040 -2.22377 -0.16844 0.02 -0.16 -0.26
H -2.69275 -2.12873 4.49782 0.36 0.32 0.14
H -1.21080 -2.15191 -3.80840 0.08 0.08 0.12
C -3.08985 -0.42510 -1.28391 0.14 0.28 -0.14
C -2.54179 -1.83537 -1.18124 -0.01 -0.46 0.52
H 3.88367 -1.15167 -1.08473 -0.10 -0.13 0.27
Au -0.08288 0.03436 -0.13425 0.66 -0.19 0.28
C -1.81713 2.78106 0.29442 0.17 0.07 0.76
H -2.57304 0.20571 0.58002 -0.22 0.06 -0.07
C 0.04022 3.06500 -1.73999 0.90 0.06 0.11
H -3.03179 -0.04455 -2.30949 -0.01 0.01 0.24
H 2.45942 -1.97850 -0.44987 -0.08 0.03 -0.11
H 2.25350 0.98318 1.79280 -0.02 -0.12 0.03
C -0.65602 -1.59540 4.84811 -0.34 0.05 -0.11
```
Positions in Å, forces in eV/Å.

Mulliken atomic charge list, values in e, 4 entries: 0.4182, 0.1085, 0.4209, 0.2997


C3H8N3 | ωB97M-V with the def2-TZVPD basis set

Results
LUMO energy in eV: -4.253
Structure (SMILES): C[C@@]1([NH3+])CN=N1
Net charge: +1
Relative energy (zero: lowest compared OMol25 entry of this formula, charge and spin) in kcal per mole: 95.3
Total energy in Ha: -283.01196
Frontier orbital gap in eV: 10.2
HOMO energy in eV: -14.42

Structure (XYZ):
```
14
Properties=species:S:1:pos:R:3:forces:R:3
H -1.96462 -1.04057 0.34876 0.59 0.76 -0.38
H 0.11660 1.63226 1.76550 -0.43 0.06 -1.83
H 0.78307 0.20471 -1.35094 0.25 -0.04 -0.34
N -0.52284 -1.80390 1.52397 0.81 -0.60 -0.61
C 0.20194 -0.11940 0.57230 -1.19 -1.78 -0.20
C -0.87142 -1.21985 0.21319 -1.88 0.26 0.49
H 1.59192 -1.20156 -0.62383 -0.23 1.02 0.25
C 1.28830 -0.13553 -0.44546 1.18 -0.05 -0.60
H -0.83622 -1.79679 -0.72386 0.66 -0.02 0.55
H 2.21304 0.48214 -0.33049 -0.88 -0.44 0.43
H -0.61046 1.83526 0.09165 1.66 0.31 0.17
H -1.34168 1.14826 1.18002 -0.43 -0.81 0.93
N 0.30833 -0.94278 1.85092 0.33 1.06 0.14
N -0.37144 1.23384 0.89987 -0.43 0.28 1.00
```
Positions in Å, forces in eV/Å.

Mulliken atomic charge list, values in e, 4 entries: 0.3080, 0.4127, 0.3840, -0.1613


C5H9NO3S2 | ωB97M-V with the def2-TZVPD basis set

Results
LUMO energy in eV: 0.377
Structure (SMILES): C[C@H]1C=CS[C@]12O[S@]2(=N)=O.O
Relative energy (zero: lowest compared OMol25 entry of this formula, charge and spin) in kcal per mole: 48.9
Total energy in Ha: -1272.58513
Frontier orbital gap in eV: 8.8
HOMO energy in eV: -8.44

Structure (XYZ):
```
20
Properties=species:S:1:pos:R:3:forces:R:3
H 1.66891 1.50905 -2.07069 -0.29 0.67 0.09
S -0.57567 -1.99993 0.39252 -0.15 -0.33 -0.98
H -3.10210 -1.00101 1.44843 0.30 -0.49 -0.23
C 1.19900 -1.96131 0.23068 -2.18 -0.07 0.45
H 2.13936 1.26506 -0.44901 0.09 0.62 0.57
C -0.73827 -0.40427 -0.48850 -3.55 0.35 2.01
H 2.58092 -0.69893 -0.79135 -0.46 -0.53 0.22
H 0.63117 2.26475 -0.71600 0.40 -0.51 -0.41
O -0.22268 0.33639 1.84586 0.95 0.40 -3.79
O -2.02435 -0.16696 -1.20889 0.27 -0.48 0.03
H 0.40851 -0.08359 -2.16400 -0.28 -0.85 -0.49
H -0.29267 0.40575 2.73563 0.49 0.35 4.27
H 1.68203 -2.69102 0.86861 0.60 0.24 -0.52
N -3.19291 -0.01657 1.26618 1.66 2.10 -1.73
C 0.55170 -0.01968 -1.09474 0.33 1.61 -0.55
C 1.53397 -0.96024 -0.55520 3.19 -0.14 -0.43
H 0.67855 0.26156 1.46838 -0.60 0.13 1.21
S -2.13449 0.56938 0.27021 0.60 -3.47 -0.34
C 1.26391 1.42557 -1.06058 -0.90 -0.98 0.28
O -2.05490 1.96602 0.07246 -0.48 1.36 0.32
```
Positions in Å, forces in eV/Å.

Mulliken atomic charge list, values in e, 4 entries: 0.4070, -0.1326, 0.2637, -0.2713


H3S3 | ωB97M-V with the def2-TZVPD basis set

Results
LUMO energy in eV: 3.564
Net charge: -1
Relative energy (zero: lowest compared OMol25 entry of this formula, charge and spin) in kcal per mole: 45.7
Total energy in Ha: -1196.33211
Frontier orbital gap in eV: 5.8
HOMO energy in eV: -2.25

Structure (XYZ):
```
6
Properties=species:S:1:pos:R:3:forces:R:3
H 0.78586 0.93991 0.41710 2.58 2.77 0.82
H 1.29837 -2.47122 0.68207 -0.36 1.36 0.48
S -0.89343 1.05894 -1.44983 -2.81 3.34 -3.98
H -2.15021 1.63026 -1.15676 1.01 -0.20 0.09
S -0.09296 0.15438 0.06985 -2.40 -4.61 0.82
S 1.05238 -1.31226 1.43757 1.98 -2.66 1.77
```
Positions in Å, forces in eV/Å.

Mulliken atomic charge list, values in e, 4 entries: 0.0876, 0.0379, -0.4299, 0.0615


total energy of number 3 (C5H9NO3S2)?
-1272.58513 Ha


What did the fourth record say?
H3S3 | ωB97M-V with the def2-TZVPD basis set

Results
LUMO energy in eV: 3.564
Net charge: -1
Relative energy (zero: lowest compared OMol25 entry of this formula, charge and spin) in kcal per mole: 45.7
Total energy in Ha: -1196.33211
Frontier orbital gap in eV: 5.8
HOMO energy in eV: -2.25

Structure (XYZ):
```
6
Properties=species:S:1:pos:R:3:forces:R:3
H 0.78586 0.93991 0.41710 2.58 2.77 0.82
H 1.29837 -2.47122 0.68207 -0.36 1.36 0.48
S -0.89343 1.05894 -1.44983 -2.81 3.34 -3.98
H -2.15021 1.63026 -1.15676 1.01 -0.20 0.09
S -0.09296 0.15438 0.06985 -2.40 -4.61 0.82
S 1.05238 -1.31226 1.43757 1.98 -2.66 1.77
```
Positions in Å, forces in eV/Å.

Mulliken atomic charge list, values in e, 4 entries: 0.0876, 0.0379, -0.4299, 0.0615


What did the fourth record say?
H3S3 | ωB97M-V with the def2-TZVPD basis set

Results
LUMO energy in eV: 3.564
Net charge: -1
Relative energy (zero: lowest compared OMol25 entry of this formula, charge and spin) in kcal per mole: 45.7
Total energy in Ha: -1196.33211
Frontier orbital gap in eV: 5.8
HOMO energy in eV: -2.25

Structure (XYZ):
```
6
Properties=species:S:1:pos:R:3:forces:R:3
H 0.78586 0.93991 0.41710 2.58 2.77 0.82
H 1.29837 -2.47122 0.68207 -0.36 1.36 0.48
S -0.89343 1.05894 -1.44983 -2.81 3.34 -3.98
H -2.15021 1.63026 -1.15676 1.01 -0.20 0.09
S -0.09296 0.15438 0.06985 -2.40 -4.61 0.82
S 1.05238 -1.31226 1.43757 1.98 -2.66 1.77
```
Positions in Å, forces in eV/Å.

Mulliken atomic charge list, values in e, 4 entries: 0.0876, 0.0379, -0.4299, 0.0615